1.
This record from the OMol25 dataset describes a cluster of 2 separate species, C6H8F2OSi in total. The level of theory is ωB97M-V/def2-TZVPD.

Last column: Mulliken charge in e.
Atoms and positions in Å:
C1 -0.965 0.450 3.469  -0.204
C2 -0.064 0.701 2.326  -0.309
C3 -1.636 -0.683 3.178  -0.547
C4 -0.155 -0.421 1.639  0.090
C5 0.271 1.271 -2.347  -0.802
C6 0.271 -0.216 -2.649  -0.618
O1 -1.116 -1.237 2.002  -0.262
F1 2.878 -1.015 -1.476  -0.234
F2 1.377 -2.855 -1.653  -0.243
Si1 1.299 -1.271 -1.407  0.586
H1 -1.029 1.205 4.306  0.308
H2 0.604 1.532 2.096  0.376
H3 -2.466 -1.067 3.758  0.373
H4 -0.700 1.608 -2.635  0.305
H5 0.440 1.311 -1.337  0.149
H6 1.130 1.755 -2.859  0.271
H7 0.699 -0.491 -3.571  0.416
H8 -0.839 -0.579 -2.841  0.344

Calculated values
LUMO (spin up / spin down): -0.846 / -0.788 eV
multiplicity: 1
ΔE to the lowest compared entry with this formula, charge and spin: 82.2 kJ/mol

---

2.
This record from the OMol25 dataset describes the molecule C6H8F3NO3. The level of theory is ωB97M-V/def2-TZVPD.

Last column: Mulliken charge in e.
Atoms and positions in Å:
C1 0.188 -0.810 0.227  0.227
C2 -0.834 -3.119 -0.679  -0.842
C3 -0.304 -1.744 -0.972  0.863
C4 0.467 2.771 0.503  -0.992
C5 0.933 1.288 0.843  -0.394
C6 0.393 -1.575 -2.221  0.751
N1 -2.238 -2.802 -1.030  -0.195
O1 0.544 -1.257 1.278  -0.621
O2 -1.896 -1.317 -1.280  -0.167
O3 0.211 0.455 -0.060  -0.267
F1 1.775 -1.485 -2.039  -0.308
F2 0.293 -2.662 -3.025  -0.326
F3 0.085 -0.562 -2.968  -0.255
H1 -0.476 -3.867 -1.347  0.333
H2 -0.863 -3.420 0.350  0.290
H3 0.411 2.994 -0.640  0.248
H4 -0.404 3.185 1.019  0.312
H5 1.271 3.391 0.958  0.340
H6 0.491 1.010 1.801  0.312
H7 1.951 1.234 0.789  0.366
H8 -2.591 -3.172 -1.869  0.325

Calculated values
LUMO (spin up / spin down): 0.523 / -2.996 eV
multiplicity: 3
expectation value of S²: 2.011
ΔE to the lowest compared entry with this formula, charge and spin: 35.9 kJ/mol

---

3.
This record from the OMol25 dataset describes a structure of composition C6H8F9KNO10S3. The level of theory is ωB97M-V/def2-TZVPD.

Last column: Mulliken charge in e.
Atoms and positions in Å:
K1 6.793 5.724 3.719  0.996
C1 9.505 6.538 10.253  -1.009
C2 9.567 7.613 9.195  0.566
O1 8.690 7.745 8.325  -0.423
N1 10.876 8.400 9.252  -0.158
H1 11.213 8.683 10.162  0.388
H2 11.533 7.854 8.714  0.383
C3 10.542 9.772 8.549  -0.882
H3 9.846 5.621 9.771  0.365
H4 8.514 6.326 10.655  0.330
H5 10.319 6.566 10.976  0.329
H6 11.538 10.198 8.432  0.383
H7 10.016 10.463 9.207  0.366
H8 10.078 9.759 7.563  0.360
C4 14.885 6.992 2.888  0.588
F1 14.513 8.217 3.059  -0.221
F2 14.858 6.744 1.598  -0.230
F3 16.133 6.835 3.366  -0.227
S1 13.589 5.821 3.877  1.055
O2 12.282 5.956 3.255  -0.644
O3 14.106 4.468 3.939  -0.631
O4 13.669 6.423 5.181  -0.686
C5 8.626 -0.884 5.213  0.597
F4 7.351 -0.855 5.252  -0.204
F5 9.158 -2.069 5.565  -0.225
F6 9.042 -0.541 4.022  -0.214
S2 9.366 0.383 6.562  1.027
O5 8.968 -0.094 7.873  -0.653
O6 10.885 0.390 6.378  -0.645
O7 8.691 1.684 6.288  -0.681
C6 6.366 12.308 -1.871  0.586
F7 5.497 11.578 -2.651  -0.239
F8 7.037 13.147 -2.687  -0.212
F9 5.731 12.965 -0.939  -0.211
S3 7.493 10.962 -0.963  1.064
O8 7.819 10.037 -2.016  -0.646
O9 8.714 11.651 -0.601  -0.666
O10 6.900 10.398 0.295  -0.674

Calculated values
LUMO: -1.202 eV
multiplicity: 1
net charge: -1

---

4.
This record from the OMol25 dataset describes the molecule C6H8FN. The level of theory is ωB97M-V/def2-TZVPD.

Last column: Mulliken charge in e.
Atoms and positions in Å:
F1 1.847 -1.315 -0.576  -0.354
C1 1.249 -0.473 0.355  0.180
C2 1.028 0.987 -0.099  -0.881
C3 -0.518 1.102 0.043  -0.021
C4 -1.127 0.226 -1.081  -0.515
C5 -0.962 -1.050 -0.680  -0.445
C6 -0.244 -0.943 0.650  -0.384
N1 -0.740 0.296 1.247  -0.595
H1 1.804 -0.598 1.295  0.338
H2 1.587 1.680 0.557  0.295
H3 1.403 1.074 -1.138  0.361
H4 -0.878 2.108 0.106  0.490
H5 -1.283 0.530 -2.120  0.360
H6 -1.119 -1.956 -1.250  0.375
H7 -0.286 -1.814 1.273  0.487
H8 -1.761 0.146 1.420  0.308

Calculated values
LUMO: 1.102 eV
multiplicity: 1
ΔE to the lowest compared entry with this formula, charge and spin: 92.5 kJ/mol
SMILES string: F[C@H]1C[C@H]2C=C[C@@H]1N2

---

5.
This record from the OMol25 dataset describes a structure of composition C6H8LiO6. The level of theory is ωB97M-V/def2-TZVPD.

Last column: Mulliken charge in e.
Atoms and positions in Å:
O1 -2.295 -0.783 0.349  -0.237
C1 -1.853 -2.026 0.557  0.731
O2 -2.211 -2.407 1.776  -0.313
O3 -1.269 -2.704 -0.246  -0.597
C2 -2.410 -0.126 1.608  0.049
H1 -2.104 1.125 1.062  -0.029
C3 -2.910 -1.330 2.425  -0.318
H2 -3.994 -1.489 2.394  0.207
H3 -2.572 -1.298 3.468  0.296
H4 -1.914 0.462 2.393  0.202
O4 1.028 0.218 0.263  -0.846
C4 1.041 0.623 -0.926  1.025
C5 -1.096 2.615 0.382  -0.834
O5 1.336 -0.127 -1.891  -0.872
O6 0.551 1.833 -1.246  -0.356
C6 0.280 2.770 -0.189  -0.225
H5 -1.127 2.815 1.458  0.380
H6 -1.908 3.123 -0.144  0.318
H7 1.044 2.645 0.590  0.274
H8 0.401 3.755 -0.655  0.304
Li1 1.259 -1.584 -0.587  0.840

Calculated values
LUMO (spin up / spin down): 0.036 / -1.461 eV
multiplicity: 2
expectation value of S²: 0.811
ΔE to the lowest compared entry with this formula, charge and spin: 499.3 kJ/mol

---

6.
This record from the OMol25 dataset describes the ion C6H8N with charge +1. The level of theory is ωB97M-V/def2-TZVPD.

Last column: Mulliken charge in e.
Atoms and positions in Å:
C1 -0.675 -1.759 1.286  -0.724
C2 -0.271 -0.685 1.972  -0.114
C3 -0.277 0.655 1.451  -0.275
C4 -0.117 1.142 0.190  -0.022
N1 0.306 0.528 -0.935  0.054
C5 0.921 -0.335 -1.645  0.147
C6 0.475 0.862 -2.357  -0.571
H1 -1.047 -1.694 0.275  0.279
H2 -0.719 -2.732 1.744  0.277
H3 0.005 -0.777 3.014  0.334
H4 -0.484 1.417 2.197  0.348
H5 -0.334 2.189 0.015  0.332
H6 1.434 -1.267 -1.611  0.392
H7 1.190 1.636 -2.611  0.288
H8 -0.406 0.819 -2.987  0.253

Calculated values
LUMO (spin up / spin down): -5.705 / -5.705 eV
multiplicity: 1
ΔE to the lowest compared entry with this formula, charge and spin: 459.0 kJ/mol
net charge: +1
SMILES string: C=C/C=C\[N+]1=CC1

---

7.
This record from the OMol25 dataset describes the ion C6H8N with charge +1. The level of theory is ωB97M-V/def2-TZVPD.

Last column: Mulliken charge in e.
Atoms and positions in Å:
C1 0.405 1.268 0.106  -0.587
C2 -0.818 0.856 -0.755  -0.106
C3 -1.354 -0.396 0.063  -0.335
C4 -0.432 -0.699 1.051  -0.167
C5 0.819 -0.091 0.525  -0.446
C6 -0.495 -0.625 -1.307  -0.537
N1 0.879 -0.912 -0.669  -0.011
H1 1.039 1.849 -0.546  0.351
H2 0.170 1.875 0.943  0.390
H3 -1.367 1.684 -1.165  0.470
H4 -2.327 -0.660 0.368  0.462
H5 -0.537 -1.450 1.834  0.444
H6 1.556 -0.017 1.318  0.377
H7 1.616 -0.822 -1.414  0.351
H8 0.847 -1.861 -0.352  0.343

Calculated values
LUMO (spin up / spin down): -6.163 / -6.233 eV
multiplicity: 1
ΔE to the lowest compared entry with this formula, charge and spin: 627.0 kJ/mol
net charge: +1

---

8.
This record from the OMol25 dataset describes the ion C6H8N with charge +1. The level of theory is ωB97M-V/def2-TZVPD.

Last column: Mulliken charge in e.
Atoms and positions in Å:
C1 2.680 0.675 -0.298  -0.202
N1 1.880 -0.220 -0.036  0.044
C2 1.014 -1.104 0.069  -0.156
C3 -0.412 -0.865 0.334  0.167
C4 -1.208 -0.666 -0.960  -0.583
C5 -1.635 0.559 -0.640  -0.293
C6 -0.927 0.553 0.697  -0.885
H1 2.699 1.112 -1.299  0.291
H2 3.311 1.147 0.445  0.299
H3 1.350 -2.130 -0.073  0.440
H4 -0.785 -1.676 0.964  0.457
H5 -1.319 -1.361 -1.770  0.452
H6 -2.373 1.205 -1.065  0.413
H7 -1.591 0.532 1.559  0.266
H8 -0.170 1.318 0.837  0.290

Calculated values
LUMO: -4.610 eV
multiplicity: 1
ΔE to the lowest compared entry with this formula, charge and spin: 360.9 kJ/mol
net charge: +1
SMILES string: C=[N+]=C[C@@H]1C=CC1

---

| no. | strongest force on any atom (eV/A) |
| --- | --- |
| 1 | 2.9 |
| 2 | 6.7 |
| 3 | 5.5 |
| 4 | 1.6 |
| 5 | 3.6 |
| 6 | 2.6 |
| 7 | 4.1 |
| 8 | 1.7 |